Entry 1:
A molecular structure, CH2O4Sr, computed with ωB97M-V with the def2-TZVPD basis set.

- Strongest force on any atom: 0.0677 Eh/bohr
- HOMO energy (spin up / spin down): -13.8 / -13.8 eV
- Total energy: -10087.8453 eV
- LUMO (spin up / spin down): -4.7469 / -7.4088 eV

ORCA input file:
```
! RIJCOSX wB97M-V def2-TZVPD def2/J DEFGRID3
* xyz 1 2
O 0.28 1.07 -0.55
Sr 2.43 0.21 -0.08
O 1.39 -1.35 0.97
H 1.07 -1.39 1.87
C -0.87 0.69 -0.25
O -1.48 1.41 0.63
O -1.65 0.00 -1.03
H -1.16 -0.64 -1.57
*
```

***

Entry 2:
2 unconnected molecules or ions with the total composition HO5PS, computed with ωB97M-V with the def2-TZVPD basis set.

- Strongest force on any atom: 0.0398 Eh/bohr
- Energy relative to the best compared isomer or geometry (same formula, charge and spin): 174.75 kJ/mol
- HOMO energy (spin up / spin down): 0.3 / 0.5 eV
- Total energy: -30378.0310 eV
- LUMO (spin up / spin down): 5.7354 / 5.6009 eV

ORCA input file:
```
! RIJCOSX wB97M-V def2-TZVPD def2/J DEFGRID3
* xyz -2 1
O 1.26 1.41 -0.98
O 1.36 -0.94 0.11
O 2.02 1.10 1.51
O -3.78 -1.27 -0.71
O -0.45 0.70 0.55
P 1.07 0.78 0.36
S -2.43 -0.95 -0.08
H 0.94 -0.82 -0.74
*
```

***

Entry 3:
A molecular structure, C5H8LiMgO3, computed with ωB97M-V with the def2-TZVPD basis set.

- Strongest force on any atom: 0.0430 Eh/bohr
- Energy relative to the best compared isomer or geometry (same formula, charge and spin): 181.54 kJ/mol
- HOMO energy (spin up / spin down): -16.4 / -18.1 eV
- Total energy: -17088.8841 eV
- LUMO (spin up / spin down): -9.8719 / -9.9174 eV

ORCA input file:
```
! RIJCOSX wB97M-V def2-TZVPD def2/J DEFGRID3
* xyz 2 2
C -2.08 -2.17 0.07
C -1.64 -2.88 1.18
H -3.02 -1.62 0.15
H -1.79 -2.53 -0.93
H -2.01 -3.80 1.66
Mg -0.45 -1.51 2.38
O 0.25 1.22 -0.63
Li -1.23 2.53 -2.00
O -1.89 1.16 -0.85
C -0.92 0.69 -0.26
O -0.89 -0.33 0.50
C 1.46 0.90 0.09
C 2.60 1.69 -0.52
H 1.31 1.18 1.14
H 1.64 -0.18 -0.01
H 2.44 2.77 -0.36
H 3.53 1.40 -0.01
H 2.69 1.49 -1.59
*
```

***

Entry 4:
2 unconnected molecules or ions with the total composition C13H12ClNO5, computed with ωB97M-V with the def2-TZVPD basis set.

- Strongest force on any atom: 0.0615 Eh/bohr
- Energy relative to the best compared isomer or geometry (same formula, charge and spin): 552.58 kJ/mol
- HOMO energy: -9.1 eV
- Total energy: -37921.0352 eV
- LUMO: -0.9475 eV

ORCA input file:
```
! RIJCOSX wB97M-V def2-TZVPD def2/J DEFGRID3
* xyz 0 1
C 4.75 0.21 1.39
C 3.35 0.82 0.98
C 3.10 1.26 -0.41
C 1.76 1.78 -0.73
C 0.73 1.85 0.30
C -0.75 2.34 0.04
C -1.66 1.12 0.45
C -2.73 1.07 1.30
Cl -3.43 2.39 2.24
C -3.16 -0.43 1.18
O -4.22 -0.93 1.38
O -2.05 -1.18 0.71
C -1.38 -0.29 -0.16
O -0.72 -0.56 -1.10
C 1.01 1.43 1.70
C 2.34 0.91 2.04
H 5.42 1.03 1.75
H 4.58 -0.57 2.18
H 5.17 -0.34 0.50
H 3.93 1.18 -1.15
H 1.56 2.09 -1.78
H -0.93 2.62 -1.03
H -0.95 3.21 0.73
H 0.25 1.49 2.51
H 2.52 0.60 3.10
C -2.64 -3.02 -2.00
N -2.65 -3.66 -3.34
O -3.70 -3.67 -3.95
O -1.60 -4.12 -3.74
H -3.64 -2.66 -1.77
H -2.33 -3.78 -1.28
H -1.93 -2.20 -2.03
*
```